(1)
C37H36Cl2F3N6O6PPbS | the ωB97M-V functional and the def2-TZVPD basis

The geometry in XYZ format:
```
93
Properties=species:S:1:pos:R:3:forces:R:3
Pb -1.0917 -0.6743 -0.0352 -0.2 -0.1 -0.6
Cl -1.2932 -1.6453 3.2045 0.0 0.0 0.1
Cl -5.1765 -3.7814 0.0322 0.1 0.0 0.0
S 1.8129 0.3570 3.2054 0.2 0.3 -0.4
P 1.3649 0.0207 -1.8082 0.3 0.2 -0.1
F 1.0143 2.6269 4.2247 0.2 -0.2 0.1
F 1.4021 1.0648 5.6729 -0.1 0.0 0.0
F -0.4057 1.0068 4.4811 0.0 -0.1 0.0
O 3.1512 0.8601 3.3102 -0.1 -0.1 0.0
O 1.1317 0.5388 1.9343 0.1 -0.1 0.6
O -1.7103 1.1172 1.4239 -0.3 0.1 0.3
O -0.4870 -2.4763 -1.6642 0.1 0.1 -0.1
O -0.3069 -2.5276 -3.9039 -0.1 0.0 0.1
O 1.6481 -1.0168 3.7325 0.1 0.6 0.2
N 1.3693 -3.4589 3.4390 0.0 -0.9 -0.3
N 1.2694 -2.1317 0.7769 0.0 0.3 0.1
N -2.6270 -0.6322 -2.1069 -0.1 -0.2 -0.2
N -1.2126 2.5859 -0.3036 0.0 0.2 0.6
N -1.5871 1.5537 -1.0716 -0.1 -0.9 0.1
N -2.7817 -2.1414 0.5682 -0.4 -0.1 -0.2
C 0.2946 5.3015 2.5078 0.0 0.0 0.1
C -2.8533 0.3765 -4.2503 0.0 0.0 -0.1
C 2.0042 -4.0161 2.1990 -0.1 -0.2 0.0
C -3.5441 -1.8834 -3.9134 0.0 -0.1 0.0
C -4.7401 -4.4802 2.5691 0.0 0.0 0.1
C -0.9326 3.3094 1.9556 -0.3 0.0 0.0
C 2.0530 2.3917 -3.2390 -0.1 0.0 0.0
C -3.1745 -2.7995 1.6094 0.2 0.1 0.1
C 5.3056 -0.2904 -0.6282 0.0 0.0 0.0
C -0.0079 4.2899 1.6105 0.0 0.0 0.0
C 4.3370 1.6103 0.4770 0.1 0.0 0.0
C 3.0026 0.3013 -1.0539 0.0 0.0 0.1
C 0.1055 -2.2564 -2.7789 -0.1 0.0 0.0
C -2.0118 1.6754 -2.2665 0.0 0.4 0.0
C 1.3641 1.1809 -3.2294 -0.1 -0.1 -0.1
C -1.2553 4.3683 4.0926 -0.1 0.1 -0.1
C -4.0790 -4.4196 3.7962 0.0 0.0 -0.1
C -2.4973 0.4296 -2.9118 0.0 0.0 0.2
C 3.1335 1.3704 -0.1656 -0.1 0.0 0.0
C 1.2365 -3.5616 0.9622 -0.1 0.1 0.2
C -2.1175 3.0092 -2.9431 0.0 -0.1 -0.1
C 0.8884 1.3277 4.4628 0.1 0.0 0.1
C 0.5096 1.6838 -5.4348 0.0 0.0 0.0
C -3.3743 -0.8034 -4.7562 0.0 0.0 -0.1
C -3.1432 -1.7606 -2.5926 0.1 0.3 0.0
C -0.3359 5.3484 3.7464 -0.1 0.0 0.0
C 4.1010 -0.5289 -1.2782 0.0 0.1 0.0
C -3.0081 -3.5392 3.9775 0.0 -0.1 0.1
C -1.5445 3.3445 3.2020 -0.2 0.1 0.0
C 1.9726 3.2367 -4.3382 0.0 0.0 0.0
C 1.4987 -1.5943 -2.6651 -0.2 -0.1 0.2
C 5.4233 0.7772 0.2504 0.0 0.0 0.0
C -4.3204 -3.7026 1.5197 0.1 0.1 -0.1
C -2.5853 -2.7535 2.9389 0.0 0.0 -0.1
C -1.3270 2.2427 0.9945 0.6 0.2 -0.7
C 0.5852 0.8376 -4.3389 0.0 -0.1 0.0
C 1.2021 2.8872 -5.4380 0.0 0.0 0.0
H 2.5212 4.1705 -4.3351 0.0 0.0 0.0
H 2.2732 1.9981 0.0453 0.0 0.0 0.0
H -3.2220 -2.5729 -1.8879 0.0 -0.1 0.0
H 2.0939 -2.2717 -2.0499 0.1 0.1 0.0
H 0.0580 -0.1114 -4.3609 0.0 0.0 0.0
H -4.4039 -5.0477 4.6147 0.0 0.0 0.0
H 2.1130 -1.7918 0.3291 0.1 -0.1 0.0
H -0.1075 6.1464 4.4420 0.0 0.0 0.0
H 4.0299 -1.3505 -1.9799 0.0 0.0 0.0
H 6.3585 0.9515 0.7675 0.0 0.0 0.0
H 2.6665 2.6773 -2.3951 0.0 0.0 0.0
H 1.1506 3.5437 -6.2977 0.0 0.0 0.0
H -2.7128 1.2393 -4.8872 0.0 0.0 0.0
H -2.2466 2.5618 3.4620 0.0 0.1 0.0
H 0.4702 4.2469 0.6407 -0.1 0.0 0.0
H -3.6312 -0.8770 -5.8056 0.0 0.0 0.0
H 1.7719 -3.8477 4.2876 0.0 -0.1 0.0
H 1.5087 -2.4055 3.4923 0.0 0.3 0.0
H -3.9480 -2.8215 -4.2688 0.0 0.0 0.0
H 1.0182 6.0620 2.2408 0.0 0.0 0.0
H -1.7502 4.4014 5.0558 0.0 0.0 0.0
H -1.2120 3.2114 -3.5237 0.0 0.0 0.0
H 3.0230 -3.6327 2.1784 0.0 0.0 0.0
H -0.0928 1.3990 -6.2896 0.0 0.0 0.0
H -2.9756 3.0488 -3.6141 0.0 0.0 0.0
H 4.4177 2.4280 1.1812 0.0 0.0 0.0
H -2.2116 3.7831 -2.1846 0.0 0.0 0.0
H 0.3601 -3.6114 3.4460 0.0 -0.1 0.0
H 1.6531 -4.0665 0.0923 0.0 0.0 -0.1
H 0.1889 -3.8850 1.0292 0.1 -0.1 0.0
H -5.5917 -5.1335 2.4319 0.0 0.0 0.0
H -2.5210 -3.4565 4.9414 0.0 0.0 0.0
H 2.0301 -5.1031 2.2634 0.0 0.0 0.1
H 1.1669 -1.6121 1.6415 0.0 0.0 -0.1
H 1.9492 -1.4914 -3.6487 0.1 0.0 0.0
H 6.1545 -0.9359 -0.8163 0.0 0.0 0.0
```
Positions in Å, forces in eV/Å.

The calculation puts the orbital gap (alpha / beta) at 5.51 / 5.43 eV. The calculation puts the maximum force at 1.0 eV/A. The LUMO energy (alpha / beta) is -1.80 / -2.15 eV. The value obtained for the molar mass is 1058.87 g/mol. The calculation puts the electronic energy at -118746.8205 eV. Its HOMO energy (alpha / beta) is -7.3 / -7.6 eV. Its energy above the lowest of the compared OMol25 structures with the same formula, charge and spin is 0.0000 eV.

Here are the Löwdin charges for atoms 1 to 6, given in e:
1 Pb 1.414
2 Cl 0.821
3 Cl 0.730
4 S 0.533
5 P 1.054
6 F 0.151

(2)
C37H36ClCrN2P2S | the ωB97M-V functional and the def2-TZVPD basis

The geometry in XYZ format:
```
80
Properties=species:S:1:pos:R:3:forces:R:3
Cr 0.0875 -0.3392 0.9860 -0.9 -1.5 -0.9
Cl -1.3865 -1.9174 1.5649 0.5 0.6 -0.3
S 2.0732 0.7405 1.1465 0.9 0.8 -0.7
P 0.9265 -1.6572 -1.1975 0.6 -1.9 -1.5
P -1.2857 1.6468 0.9499 -1.1 1.0 0.1
N 2.9033 -1.1719 2.8811 0.8 2.6 -0.2
N 2.1111 0.8056 3.8036 0.5 -0.1 -0.9
C 1.7882 -3.0308 -0.3587 0.3 0.7 0.9
C 4.1982 -0.3480 -4.2643 -0.2 0.0 0.2
C -0.6182 5.5862 -1.3343 -0.2 -0.3 0.1
C -3.0769 1.4111 0.9532 0.0 -0.7 -0.4
C -2.0071 -4.0529 -3.8852 0.3 0.2 0.2
C -0.4676 2.6429 5.3510 0.1 -0.1 0.1
C 0.2735 3.6183 -0.2403 -0.2 0.1 -0.2
C 1.0382 -4.0761 0.1833 -0.1 -0.2 0.2
C 2.4357 0.1415 2.6866 -0.4 -1.9 2.5
C 3.7720 -3.9009 0.7202 0.3 0.2 -0.1
C 2.8499 0.0415 -2.2969 -0.2 -0.1 0.1
C 2.5377 -1.9790 -3.5801 -0.1 0.0 0.1
C 0.4755 4.8265 -0.9088 0.0 -0.1 0.1
C -2.3352 -2.7909 -3.3712 -0.3 0.0 -0.2
C -0.7635 -4.6182 -3.5871 0.2 -0.1 0.0
C -0.1876 -2.6747 -2.2492 -1.6 1.0 0.2
C -1.9256 5.1383 -1.1009 0.3 -0.1 0.1
C -1.0377 3.1677 -0.0201 0.4 -0.1 0.0
C 3.8389 0.4626 -3.1854 0.0 -0.2 0.0
C 0.1421 -3.9383 -2.7579 -0.2 -0.1 -0.1
C -0.9635 2.0786 2.6769 0.2 -0.3 0.2
C -5.2585 1.8697 1.8667 0.1 0.0 -0.1
C -0.9264 1.3729 4.9844 -0.2 0.0 0.3
C 2.1897 -1.1879 -2.4724 0.3 1.4 0.3
C -1.1987 1.0890 3.6552 0.3 0.2 -0.4
C -3.8757 2.0214 1.9294 0.1 -0.1 -0.2
C -5.0232 0.5283 -0.1531 0.1 0.0 0.0
C -2.1430 3.9282 -0.4492 0.4 -0.2 0.1
C -0.2471 3.6214 4.3806 -0.1 0.2 -0.2
C 3.1660 -2.9348 -0.0899 -0.1 -0.1 0.1
C -5.8286 1.1243 0.8299 0.2 0.0 -0.1
C -0.5041 3.3440 3.0346 0.2 0.0 0.2
C -1.4478 -2.0953 -2.5649 1.1 -1.0 0.0
C 3.5425 -1.5690 -4.4589 0.0 0.1 0.2
C 3.0145 -4.9449 1.2590 0.1 -0.1 0.1
C -3.6377 0.6528 -0.0900 -0.2 0.4 0.4
C 1.6494 -5.0389 0.9821 0.2 0.1 -0.1
H -1.5835 0.1092 3.3585 0.0 0.3 0.2
H 1.0554 -5.8556 1.3826 0.1 0.1 0.0
H -1.1073 0.6079 5.7438 0.1 0.3 -0.2
H -3.2974 -2.3317 -3.6012 0.2 -0.2 0.0
H 3.5564 -1.1477 3.6809 -0.5 -0.7 -0.4
H 2.0272 -2.9170 -3.7746 0.1 0.2 0.0
H -1.2408 1.4146 -3.5086 -0.1 -0.1 0.0
H -5.8728 2.3517 2.6324 0.1 -0.3 -0.4
H -0.2873 2.8716 6.4029 0.0 -0.1 -0.3
H -2.7102 -4.5880 -4.5204 0.1 0.1 0.2
H 3.4946 -5.6897 1.9047 -0.2 0.3 -0.3
H 1.7417 1.7667 3.7579 0.2 -0.8 0.1
H -0.4598 6.5261 -1.8549 0.0 -0.1 0.1
H -5.4582 -0.0352 -0.9808 0.0 0.2 0.4
H 4.8514 -3.8326 0.9243 -0.6 -0.1 -0.1
H -6.9094 1.0148 0.7797 0.2 0.0 0.0
H 3.7518 -2.1216 -0.5427 -0.2 -0.4 0.3
H -0.4703 -5.6046 -4.0015 -0.3 0.8 0.3
H -2.7847 5.7212 -1.4234 0.2 0.0 0.0
H -0.6379 1.8389 -3.4598 0.1 0.1 0.0
H 4.9781 -0.0252 -4.9522 -0.2 -0.1 0.1
H 1.1047 -4.4084 -2.5353 -0.4 0.2 0.0
H 2.5853 0.6706 -1.4359 0.2 -0.2 -0.5
H -1.6895 -1.1157 -2.1768 -0.1 0.0 0.0
H -0.0314 -4.1454 -0.0211 0.3 0.0 0.1
H 3.3502 -1.5708 2.0446 -0.4 0.0 0.4
H 3.8058 -2.2090 -5.3066 -0.1 0.3 0.3
H -3.1534 3.5783 -0.2536 0.2 0.1 -0.1
H 4.3274 1.4212 -3.0194 -0.1 -0.2 -0.1
H 1.4949 5.1696 -1.0939 -0.3 0.0 0.1
H 2.2498 0.3543 4.7127 -0.1 0.5 -0.4
H -3.4183 2.6214 2.7217 -0.3 -0.3 -0.3
H -0.3660 4.1114 2.2713 0.0 -0.2 0.3
H 1.1261 3.0356 0.1315 -0.4 0.3 -0.3
H 0.1024 4.6222 4.6519 -0.2 -0.4 0.0
H -2.9925 0.1971 -0.8473 -0.3 0.1 0.3
```
Positions in Å, forces in eV/Å.

The calculation puts the orbital gap (alpha / beta) at 5.58 / 7.52 eV. Its spin multiplicity is 4. The calculation puts the maximum force at 3.2 eV/A. Its net charge is +2. The LUMO energy (alpha / beta) is -8.31 / -6.36 eV. The value obtained for the molar mass is 690.17 g/mol. Its expectation value of S² is 4.0060. The calculation puts the electronic energy at -112277.3311 eV. Its HOMO energy (alpha / beta) is -13.9 / -13.9 eV.

Here are the Löwdin charges for atoms 1 to 6, given in e:
1 Cr 0.052
2 Cl 0.112
3 S 0.718
4 P 1.083
5 P 1.025
6 N 0.137